[1]
The following is a quantum chemistry calculation of 10 unconnected molecules or ions with the total composition C53H98N3O22, from the Open Molecules 2025 dataset.

Cartesian coordinates (Å):
C  -8.996  12.452  -35.411
C  -7.600  12.618  -36.015
O  -6.835  11.459  -36.020
H  -8.915  12.327  -34.332
H  -9.715  11.798  -35.905
H  -9.355  13.479  -35.491
H  -7.144  13.453  -35.483
H  -7.787  12.915  -37.046
C  -12.573  10.018  -35.074
C  -11.636  8.778  -35.216
C  -10.297  9.217  -34.640
O  -10.090  8.175  -33.679
C  -11.133  7.335  -33.569
O  -11.212  6.400  -32.799
O  -12.033  7.602  -34.505
H  -12.492  10.461  -34.082
H  -13.587  9.652  -35.239
H  -12.448  10.900  -35.703
H  -11.411  8.521  -36.251
H  -10.362  10.096  -33.998
H  -9.624  9.269  -35.495
C  -5.840  9.878  -30.580
C  -6.634  11.023  -31.316
C  -7.491  10.626  -32.557
O  -8.785  10.297  -32.043
C  -8.797  10.735  -30.784
O  -9.722  10.605  -29.978
O  -7.641  11.304  -30.377
H  -5.426  10.313  -29.670
H  -4.973  9.567  -31.163
H  -6.567  9.080  -30.433
H  -6.106  11.843  -31.803
H  -7.075  9.778  -33.102
H  -7.464  11.459  -33.259
C  -7.026  16.411  -34.029
C  -7.752  16.087  -32.725
C  -8.805  14.953  -32.773
O  -8.477  14.109  -31.678
C  -7.375  14.546  -31.085
O  -6.815  14.051  -30.107
O  -6.921  15.634  -31.751
H  -7.770  16.918  -34.643
H  -6.702  15.524  -34.573
H  -6.066  16.921  -33.947
H  -8.085  16.978  -32.192
H  -8.761  14.417  -33.721
H  -9.818  15.328  -32.627
C  -7.129  13.150  -40.284
C  -5.836  13.823  -39.911
C  -4.941  12.884  -39.157
O  -3.965  12.451  -40.072
C  -4.024  13.253  -41.175
O  -3.192  13.286  -42.066
O  -5.061  14.083  -41.085
H  -6.990  12.194  -40.788
H  -7.690  13.773  -40.980
H  -7.693  12.883  -39.390
H  -6.114  14.714  -39.349
H  -5.383  12.012  -38.675
H  -4.351  13.461  -38.445
C  -11.802  12.846  -32.321
C  -13.239  13.432  -32.374
C  -13.296  14.782  -33.023
O  -14.506  14.703  -33.806
C  -14.808  13.420  -33.997
O  -15.693  12.946  -34.686
O  -14.019  12.645  -33.213
H  -11.774  11.765  -32.182
H  -11.298  13.224  -31.431
H  -11.150  13.208  -33.115
H  -13.703  13.493  -31.390
H  -12.369  14.996  -33.556
H  -13.526  15.597  -32.337
C  -9.338  8.162  -40.053
C  -9.751  9.099  -38.841
C  -9.255  10.575  -38.910
O  -10.447  11.366  -38.869
C  -11.484  10.559  -39.131
O  -12.613  10.961  -39.411
O  -11.177  9.293  -39.032
H  -8.369  7.794  -39.716
H  -9.226  8.577  -41.055
H  -9.998  7.298  -40.131
H  -9.675  8.668  -37.842
H  -8.647  10.831  -39.778
H  -8.583  10.738  -38.068
C  -6.410  6.014  -35.997
C  -5.448  7.192  -35.779
C  -3.947  6.760  -35.632
C  -3.289  6.255  -36.887
C  -3.548  7.200  -38.033
C  -4.991  7.802  -38.217
N  -5.553  8.188  -36.908
O  -6.805  8.844  -36.918
C  -4.989  9.007  -39.153
C  -5.840  6.689  -38.901
C  -5.903  7.881  -34.449
H  -6.553  5.472  -35.062
H  -6.001  5.243  -36.651
H  -7.368  6.312  -36.425
H  -3.335  7.582  -35.260
H  -3.790  5.962  -34.906
H  -3.581  5.223  -37.080
H  -2.216  6.172  -36.717
H  -3.321  6.520  -38.853
H  -2.813  8.000  -37.940
H  -6.035  9.257  -39.327
H  -4.514  9.903  -38.753
H  -4.440  8.653  -40.025
H  -5.959  6.935  -39.956
H  -5.391  5.699  -38.980
H  -6.866  6.515  -38.579
H  -5.426  7.547  -33.528
H  -6.967  7.775  -34.236
H  -5.738  8.948  -34.595
H  -6.547  9.707  -36.586
C  -2.934  10.777  -36.302
C  -2.539  11.328  -34.901
C  -1.373  12.312  -35.203
C  -0.990  13.228  -34.052
C  -2.160  14.081  -33.711
C  -3.372  13.239  -33.354
N  -3.658  12.136  -34.401
O  -4.769  11.306  -34.071
C  -3.223  12.600  -31.939
C  -4.580  14.152  -33.358
C  -2.059  10.161  -34.044
H  -3.092  11.636  -36.953
H  -3.799  10.113  -36.321
H  -2.085  10.201  -36.670
H  -0.439  11.792  -35.417
H  -1.639  12.951  -36.045
H  -0.258  13.947  -34.420
H  -0.687  12.756  -33.117
H  -2.459  14.743  -34.523
H  -1.828  14.767  -32.932
H  -3.877  13.081  -31.212
H  -3.102  11.517  -31.946
H  -2.268  12.945  -31.545
H  -4.459  15.133  -32.899
H  -4.820  14.530  -34.352
H  -5.427  13.650  -32.889
H  -1.502  10.403  -33.139
H  -1.450  9.492  -34.652
H  -2.908  9.516  -33.819
H  -5.467  11.433  -34.717
C  -14.092  17.179  -39.033
C  -12.970  16.673  -38.023
C  -13.187  15.166  -37.772
C  -11.940  14.431  -37.077
C  -10.770  14.602  -38.121
C  -10.368  16.062  -38.332
N  -11.618  16.782  -38.624
O  -11.376  18.047  -39.187
C  -9.666  16.651  -37.109
C  -9.381  16.015  -39.483
C  -13.096  17.519  -36.643
H  -14.045  16.634  -39.976
H  -14.043  18.242  -39.268
H  -15.079  16.968  -38.620
H  -13.954  15.015  -37.013
H  -13.570  14.563  -38.595
H  -12.088  13.354  -36.989
H  -11.566  14.760  -36.108
H  -11.127  14.183  -39.062
H  -9.861  14.073  -37.835
H  -9.278  17.642  -37.343
H  -10.378  16.723  -36.287
H  -8.889  15.944  -36.819
H  -9.690  15.491  -40.388
H  -9.206  17.068  -39.704
H  -8.430  15.607  -39.140
H  -12.597  16.915  -35.885
H  -14.160  17.485  -36.408
H  -12.566  18.472  -36.635
H  -11.687  17.944  -40.090

Output
**Molecular weight**: 1129.366 g mol⁻¹
**F_max**: 4.252 eV/Å
**DFT total energy**: -106062.401 eV
**Total charge**: -1
**2S+1**: 1
**Highest occupied orbital energy**: -0.206 hartree
**Gap between HOMO and LUMO**: 7.41 eV

Löwdin population analysis, charges in e, atoms 1 to 6: -0.09 -0.45 -0.32 0.04 0.06 0.04

---

[2]
The following is a quantum chemistry calculation of 11 unconnected molecules or ions with the total composition C54H106ClF4N16O8S4, from the Open Molecules 2025 dataset.

Cartesian coordinates (Å):
C  -1.125  -7.501  5.433
C  -2.481  -7.561  4.759
C  -3.140  -6.193  4.429
C  -2.521  -5.530  3.137
N  -3.103  -4.059  2.857
C  -2.783  -3.803  1.372
C  -3.998  -4.240  0.507
C  -5.184  -3.745  1.453
C  -4.655  -3.924  2.857
C  -2.447  -3.151  3.879
H  -1.200  -6.917  6.350
H  -0.474  -6.875  4.823
H  -0.635  -8.426  5.737
H  -3.178  -8.122  5.381
H  -2.343  -8.090  3.816
H  -3.264  -5.531  5.286
H  -4.142  -6.581  4.248
H  -2.682  -6.143  2.250
H  -1.442  -5.507  3.289
H  -2.506  -2.782  1.112
H  -1.942  -4.467  1.174
H  -3.923  -3.810  -0.492
H  -3.890  -5.300  0.279
H  -5.323  -2.678  1.276
H  -6.187  -4.149  1.316
H  -4.813  -2.964  3.348
H  -5.022  -4.803  3.385
H  -1.377  -2.949  3.834
H  -2.678  -3.372  4.921
H  -2.826  -2.137  3.752
C  -1.193  -1.992  -1.623
C  0.315  -1.731  -1.778
C  0.989  -0.856  -0.681
C  0.632  0.643  -0.824
N  1.474  1.565  0.098
C  1.416  1.180  1.620
C  1.704  2.486  2.326
C  1.310  3.649  1.410
C  0.734  3.023  0.127
C  2.906  1.732  -0.447
H  -1.632  -0.994  -1.618
H  -1.328  -2.698  -0.804
H  -1.581  -2.508  -2.501
H  0.504  -1.329  -2.773
H  0.723  -2.741  -1.820
H  2.026  -0.919  -1.012
H  0.795  -1.299  0.296
H  -0.371  0.834  -0.443
H  0.822  1.050  -1.817
H  2.036  0.331  1.907
H  0.396  1.030  1.974
H  2.701  2.726  2.696
H  1.098  2.624  3.221
H  2.081  4.412  1.304
H  0.520  4.242  1.870
H  0.842  3.462  -0.865
H  -0.299  3.000  0.473
H  3.001  2.208  -1.423
H  3.190  0.693  -0.615
H  3.533  2.345  0.200
C  5.034  -6.712  -7.223
C  3.850  -6.344  -8.063
N  2.558  -5.969  -7.409
C  1.509  -6.780  -6.938
C  0.672  -6.033  -6.197
N  1.109  -4.687  -6.318
C  2.344  -4.693  -7.000
C  0.523  -3.498  -5.748
H  4.980  -5.940  -6.456
H  5.996  -6.706  -7.737
H  4.948  -7.701  -6.772
H  3.575  -7.044  -8.852
H  4.136  -5.561  -8.766
H  1.638  -7.852  -6.977
H  -0.136  -6.365  -5.562
H  2.942  -3.802  -7.120
H  1.169  -2.643  -5.948
H  0.617  -3.591  -4.666
H  -0.471  -3.413  -6.186
C  -0.566  4.292  8.003
C  -0.268  2.900  7.407
N  -1.050  2.674  6.284
C  -0.912  3.082  5.043
C  -2.088  2.611  4.358
N  -2.792  1.703  5.235
C  -2.109  1.852  6.416
C  -3.960  0.813  5.038
H  -1.590  4.168  8.357
H  -0.574  5.146  7.326
H  0.108  4.447  8.845
H  -0.458  2.270  8.277
H  0.772  2.768  7.109
H  -0.133  3.753  4.713
H  -2.381  2.661  3.319
H  -2.480  1.424  7.335
H  -4.374  0.993  4.046
H  -4.835  1.027  5.652
H  -3.729  -0.249  5.124
C  -7.841  0.731  -4.549
C  -7.009  0.843  -5.847
N  -5.705  0.379  -5.727
C  -4.575  1.168  -5.697
C  -3.560  0.247  -5.334
N  -4.064  -1.072  -5.274
C  -5.416  -0.938  -5.590
C  -3.362  -2.319  -4.976
H  -8.679  1.424  -4.471
H  -7.229  0.946  -3.673
H  -8.303  -0.234  -4.342
H  -6.915  1.811  -6.339
H  -7.563  0.347  -6.645
H  -4.445  2.233  -5.816
H  -2.503  0.365  -5.146
H  -6.259  -1.608  -5.514
H  -3.738  -2.847  -4.100
H  -2.335  -2.063  -4.714
H  -3.364  -3.049  -5.785
C  -3.193  4.882  1.704
C  -2.384  5.993  2.499
N  -3.067  6.836  3.411
C  -2.691  7.148  4.693
C  -3.595  8.065  5.230
N  -4.658  8.143  4.377
C  -4.373  7.351  3.232
C  -5.926  8.944  4.516
H  -2.439  4.153  1.408
H  -3.848  5.232  0.906
H  -3.888  4.399  2.391
H  -1.886  6.709  1.845
H  -1.582  5.536  3.078
H  -1.740  6.820  5.086
H  -3.798  8.442  6.221
H  -5.004  7.275  2.359
H  -6.543  8.598  3.687
H  -5.759  10.020  4.562
H  -6.482  8.724  5.427
C  3.511  3.915  -5.042
C  2.516  2.848  -4.885
N  3.087  1.677  -4.222
C  2.467  0.393  -4.081
C  3.338  -0.529  -3.488
N  4.449  0.179  -3.145
C  4.338  1.492  -3.585
C  5.515  -0.316  -2.310
H  4.206  3.607  -5.824
H  4.012  4.182  -4.111
H  3.070  4.812  -5.477
H  1.906  2.577  -5.747
H  1.782  3.068  -4.110
H  1.446  0.253  -4.402
H  3.145  -1.536  -3.149
H  5.123  2.171  -3.287
H  5.102  -1.223  -1.869
H  5.437  0.500  -1.591
H  6.440  -0.362  -2.885
C  7.196  4.376  -0.539
C  7.685  4.272  0.903
N  6.590  4.303  1.890
C  5.571  5.312  1.777
C  4.725  5.126  2.891
N  5.279  4.154  3.708
C  6.504  3.775  3.158
C  4.672  3.668  4.948
H  7.116  5.453  -0.688
H  6.232  3.927  -0.779
H  7.986  4.095  -1.236
H  8.353  5.078  1.208
H  8.256  3.344  0.950
H  5.391  6.041  1.001
H  3.756  5.476  3.216
H  7.208  3.019  3.473
H  4.761  2.583  4.891
H  3.637  3.970  5.113
H  5.377  4.072  5.675
Cl  -2.372  0.293  1.893
N  7.702  1.051  2.111
S  6.877  0.417  1.043
O  5.426  0.550  1.146
O  7.496  -0.762  0.399
F  7.228  1.275  -0.268
S  7.682  -0.300  3.122
O  8.895  -1.042  3.341
O  6.429  -1.008  3.338
F  7.529  0.597  4.482
N  -2.244  -7.324  -4.454
S  -3.480  -6.733  -5.096
O  -3.264  -5.534  -5.967
O  -4.893  -7.068  -4.713
F  -3.315  -7.850  -6.226
S  -2.363  -6.144  -3.334
O  -3.417  -6.192  -2.339
O  -1.867  -4.801  -3.696
F  -1.149  -6.668  -2.423

Output
**Molecular weight**: 1347.259 g mol⁻¹
**F_max**: 14.196 eV/Å
**DFT total energy**: -164615.651 eV
**Total charge**: +5
**2S+1**: 1
**Highest occupied orbital energy**: -0.615 hartree
**Gap between HOMO and LUMO**: 7.34 eV

Löwdin population analysis, charges in e, atoms 1 to 6: -0.10 -0.25 -0.18 -0.06 -0.19 -0.13